No. 1
Entry from the Open Molecules 2025 dataset: a 8-piece molecular cluster, C27H46O11 overall in a non-equilibrium geometry (ωB97M-V with the def2-TZVPD basis set).

Atoms and positions in Å:
O 0.97083 0.86108 -2.97837
C 1.43283 1.97208 -2.58337
C 1.14683 3.28108 -3.15337
C 1.73683 4.58808 -2.64437
O 1.40883 5.76908 -3.14037
C 2.57183 4.59508 -1.34637
O 3.01683 5.61208 -0.85337
C 2.94183 3.29308 -0.82837
C 2.33483 1.97808 -1.41337
O 2.60883 0.77508 -0.67337
H 0.53083 3.36308 -4.07737
H 1.08283 5.76108 -3.86337
H 3.35883 3.12908 0.10063
H 2.00483 0.17708 -0.94837
C 1.39283 4.89408 2.39363
C 2.48483 3.85608 2.63363
C 2.06583 2.39308 2.55663
O 3.59183 4.11808 2.95563
H 1.13983 4.69408 1.32663
H 1.77083 5.93908 2.26563
H 0.43783 4.64408 2.88563
H 1.78483 1.94008 1.55863
H 1.32183 2.18208 3.33663
H 2.92883 1.70808 2.69363
C -1.79017 -1.41592 -5.15537
C -1.80917 -0.85092 -6.48937
C -1.14617 0.50508 -6.88337
O -2.23417 -1.57492 -7.44237
H -2.56017 -2.06192 -5.16337
H -1.96117 -0.88692 -4.23737
H -1.08717 -2.06892 -4.98737
H -1.01917 0.67408 -7.83137
H -0.06317 0.45508 -6.46937
H -1.80817 1.21908 -6.59137
C -0.86617 -0.09492 1.43963
C -1.01617 0.79708 0.25863
C -1.75617 0.24308 -0.99437
O -0.46817 1.87608 0.11063
H -1.75317 0.00308 1.99763
H -0.13317 0.40708 2.36063
H -0.50617 -1.20592 1.26863
H -2.49617 1.06308 -1.19937
H -2.53517 -0.47792 -0.70437
H -1.11717 0.01408 -1.70237
C -1.39917 -5.58792 4.16563
C -2.36017 -5.17392 3.02263
C -2.11217 -3.77992 2.36263
O -3.22717 -6.01492 2.61163
H -1.54317 -4.78092 5.02163
H -0.41617 -5.57492 3.76263
H -1.67017 -6.60592 4.23963
H -2.89617 -3.56992 1.68863
H -1.28717 -4.01992 1.63463
H -1.92617 -3.01892 3.03863
C -2.97417 2.83408 2.71163
C -2.51917 2.00008 3.95863
C -3.50317 1.09108 4.54063
O -1.30517 2.13808 4.46363
H -3.43917 1.87308 2.18763
H -2.38217 3.17608 1.97563
H -3.57317 3.45208 2.81463
H -4.45117 1.57808 4.85663
H -3.16017 0.69608 5.39363
H -3.69717 0.40208 3.82363
C 2.65783 -1.16892 1.96363
C 1.97683 -2.47292 2.23463
C 2.47983 -3.68592 1.48863
O 1.18683 -2.53892 3.15063
H 1.94383 -0.39092 2.00663
H 3.02283 -1.23192 0.99563
H 3.42683 -1.11392 2.69563
H 2.49983 -3.45492 0.48463
H 1.81983 -4.50492 1.93963
H 3.47283 -3.95692 1.80363
C -0.32317 -2.94292 -1.94537
C 0.82983 -2.03992 -2.00037
C 1.77783 -2.14792 -3.23737
O 1.03883 -1.21592 -1.06937
H -0.87117 -2.86692 -2.97337
H -0.98317 -2.58892 -1.25237
H -0.02617 -4.05892 -1.86937
H 2.28183 -3.02692 -3.14537
H 2.46583 -1.49592 -3.25037
H 1.22383 -2.35192 -4.08237

Its HOMO-LUMO gap is 6.9 eV. Its structure (SMILES) is O=C1C=C(O)C(=O)C=C1O.CC(C)=O.CC(C)=O.CC(C)=O.CC(C)=O.CC(C)=O.CC(C)=O.CC(C)=O. As for the charge: 0. The energy above the lowest of the compared OMol25 structures with the same formula, charge and spin comes out at 2.4844 eV.

These are the Mulliken partial charges, in e, on atoms 1 to 5: O -0.56; C 0.67; C -0.87; C 0.26; O -0.30

No. 2
Entry from the Open Molecules 2025 dataset: C9H19INOPt as an isolated structure in a non-equilibrium geometry (ωB97M-V with the def2-TZVPD basis set).

Atoms and positions in Å:
Pt -30.33871 -14.12590 8.77530
I -32.50573 -15.46147 7.54258
C -30.82692 -15.67375 13.42538
C -31.21490 -15.86362 11.92240
C -32.46578 -16.76244 11.82515
C -33.73954 -16.01721 12.45935
C -34.04383 -14.81162 11.60529
C -32.77683 -13.84673 11.48233
N -31.55096 -14.59676 11.29254
O -30.51626 -13.81350 11.06641
C -33.10085 -12.87826 10.38682
C -32.68097 -13.12014 12.89039
C -29.99688 -16.53577 11.22678
H -31.68512 -15.53718 14.08336
H -30.48176 -16.58719 13.90973
H -30.16651 -14.81954 13.57465
H -32.67800 -16.89981 10.76487
H -32.30615 -17.75407 12.24857
H -34.62411 -16.65227 12.41108
H -33.76472 -15.73469 13.51180
H -34.88999 -14.23647 11.98121
H -34.41761 -14.99630 10.59817
H -34.01835 -12.31974 10.57214
H -33.32318 -13.26549 9.39248
H -32.39701 -12.05250 10.28271
H -32.94408 -13.66060 13.79966
H -33.16249 -12.16501 13.10005
H -31.65229 -12.79069 13.03662
H -29.99665 -16.38130 10.14778
H -29.07072 -16.00677 11.45143
H -29.92062 -17.61993 11.30979
H -30.30872 -13.43046 11.92186

Its HOMO-LUMO gap (spin up / spin down) is 6.9 / 4.5 eV. Its spin multiplicity is 3. As for the charge: +1. The energy above the lowest of the compared OMol25 structures with the same formula, charge and spin comes out at 0.8760 eV.

These are the Mulliken partial charges, in e, on atoms 1 to 5: Pt 0.90; I 0.07; C -1.42; C 1.18; C -1.13

No. 3
Entry from the Open Molecules 2025 dataset: a 2-piece molecular cluster, C4H4BrO4S2 overall in a non-equilibrium geometry (ωB97M-V with the def2-TZVPD basis set).

Atoms and positions in Å:
C -0.64880 0.39343 1.33731
C -1.50944 -0.63619 1.27509
C 0.50508 0.30937 0.35487
C 0.59708 -1.17550 -0.04503
O -0.42929 2.35695 -1.12538
O 1.10197 0.88040 -2.16460
O -1.34062 0.25740 -1.84846
O 1.42670 -1.64554 -0.86609
S -0.83038 -2.01859 0.32690
S -0.24305 0.95919 -1.27839
Br 1.86137 -1.31477 2.38018
H -0.88222 1.36946 1.57670
H -2.49677 -0.78354 1.63263
H 1.35836 1.01632 0.61085
H 1.53001 0.03162 -2.16658

Its HOMO-LUMO gap is 7.6 eV. As for the charge: -1. The energy above the lowest of the compared OMol25 structures with the same formula, charge and spin comes out at 0.5973 eV.

These are the Mulliken partial charges, in e, on atoms 1 to 5: C -0.74; C -0.03; C -0.39; C 0.63; O -0.66

No. 4
Entry from the Open Molecules 2025 dataset: a 2-piece molecular cluster, C5H7N3 overall in a non-equilibrium geometry (ωB97M-V with the def2-TZVPD basis set).

Atoms and positions in Å:
C -2.74416 -0.09442 -0.47597
C -2.25630 0.87499 0.34182
C -1.74258 -1.10517 -0.43908
C 1.81516 -0.55829 0.88771
C 3.29580 0.63832 -0.65125
N -1.06552 0.40419 0.83813
N 2.60317 -0.09534 0.05384
N -0.71268 -0.70962 0.29867
H -3.59489 -0.21413 -1.09999
H -2.57480 1.88418 0.76646
H -1.74410 -2.16504 -0.80497
H 1.77922 -1.69959 0.91969
H -0.49050 0.88859 1.49634
H 3.06851 0.97807 -1.69164
H 4.36368 0.97325 -0.43977

Its HOMO-LUMO gap (spin up / spin down) is 5.9 / 8.2 eV. Its spin multiplicity is 3. As for the charge: 0. The energy above the lowest of the compared OMol25 structures with the same formula, charge and spin comes out at 2.6807 eV.

These are the Mulliken partial charges, in e, on atoms 1 to 5: C -0.60; C -0.28; C -0.17; C -0.16; C -0.51

No. 5
Entry from the Open Molecules 2025 dataset: a 2-piece molecular cluster, FHO2 overall in a non-equilibrium geometry (ωB97M-V with the def2-TZVPD basis set).

Atoms and positions in Å:
O 0.73901 0.34560 -0.40530
O -0.23870 0.65554 0.36513
F -1.56910 -0.55520 -0.07677
H 1.06879 -0.44594 0.11695

Its HOMO-LUMO gap (spin up / spin down) is 9.5 / 9.5 eV. As for the charge: 0. The energy above the lowest of the compared OMol25 structures with the same formula, charge and spin comes out at 0.8099 eV.

The computed Mulliken charges, all in e, follow: O -0.10; O 0.03; F -0.34; H 0.41

No. 6
Entry from the Open Molecules 2025 dataset: a 2-piece molecular cluster, C4H11NO2 overall in a non-equilibrium geometry (ωB97M-V with the def2-TZVPD basis set).

Atoms and positions in Å:
C 1.96492 -0.42577 0.90983
C 1.31697 0.78927 0.26129
N 0.06748 0.51122 -0.34758
C -0.08172 -0.45861 -1.56035
C -1.02657 1.30001 -0.14406
O -2.12595 1.17105 -0.71146
H 2.03108 -0.24980 2.00894
H 1.46162 -1.44618 0.78531
H 2.97264 -0.58726 0.45998
H 1.09779 1.55150 1.05830
H 1.76697 1.52758 -0.44298
H -0.74867 -1.32329 -1.36235
H -0.28305 0.10542 -2.42616
H 0.93962 -0.92836 -1.63839
H -0.95645 1.93506 0.74803
O -2.62142 -1.50704 0.89122
H -3.23123 -1.01070 1.41384
H -2.54405 -0.95410 0.09661

Its HOMO-LUMO gap is 10.2 eV. Its structure (SMILES) is CCN(C)C=O.O. As for the charge: 0. The energy above the lowest of the compared OMol25 structures with the same formula, charge and spin comes out at 1.5870 eV.

These are the Mulliken partial charges, in e, on atoms 1 to 5: C -1.06; C -0.46; N 0.28; C -0.99; C -0.02

No. 7
Entry from the Open Molecules 2025 dataset: a 2-piece molecular cluster, C4H7N3O2S overall in a non-equilibrium geometry (ωB97M-V with the def2-TZVPD basis set).

Atoms and positions in Å:
C -0.00087 0.14899 3.45557
S 0.26251 0.13236 1.79084
O 1.62679 0.48211 1.47132
N -0.86028 1.40381 1.12317
O -0.82420 1.69712 -0.03609
H 0.79743 0.29239 4.27876
H -0.95792 -0.11292 3.85674
H -1.67131 0.74191 1.25002
C 1.19735 -1.09587 -1.22504
C 1.54917 -0.19979 -2.21787
N 0.44850 0.48247 -2.47449
C -0.56175 -0.02917 -1.67556
N -0.10722 -0.91364 -0.86170
H 1.87869 -1.76205 -0.75101
H 2.62339 -0.13268 -2.70006
H 0.24234 1.21231 -3.14017
H -1.51317 0.38492 -1.53922

Its HOMO-LUMO gap (spin up / spin down) is 6.8 / 7.7 eV. Its structure (SMILES) is C=S(=O)=[NH+][O-].c1c[nH]cn1. As for the charge: 0. The energy above the lowest of the compared OMol25 structures with the same formula, charge and spin comes out at 6.4228 eV.

These are the Mulliken partial charges, in e, on atoms 1 to 5: C -0.61; S 0.64; O -0.52; N 0.09; O -0.41

No. 8
Entry from the Open Molecules 2025 dataset: the molecule C13H19N3 (ωB97M-V with the def2-TZVPD basis set).

Atoms and positions in Å:
C 2.47322 -2.09488 1.58587
N 1.12787 -1.62086 1.44045
C 0.74127 -0.37874 0.99969
C 1.74541 0.65464 0.62714
C 1.10290 1.90446 0.02828
C 0.50477 1.63975 -1.35041
C -0.10966 2.90094 -1.94862
C -0.73660 2.63932 -3.31553
N -1.21446 3.88857 -3.89005
N -0.55043 -0.22772 0.97013
C -1.07981 -1.41521 1.40423
C -2.40369 -1.80465 1.56644
C -2.64413 -3.08211 2.02698
C -1.60181 -3.96182 2.32255
C -0.27948 -3.59560 2.16805
C -0.02906 -2.31382 1.70644
H 2.45737 -3.07504 2.05811
H 3.05482 -1.41225 2.20973
H 2.96362 -2.18133 0.61213
H 2.45583 0.22327 -0.08569
H 2.31026 0.92677 1.52585
H 1.85841 2.68989 -0.04739
H 0.31458 2.24590 0.69903
H -0.26285 0.87119 -1.25367
H 1.28201 1.26414 -2.02131
H 0.65221 3.67444 -2.06122
H -0.87653 3.28419 -1.27183
H 0.02085 2.23738 -3.99546
H -1.52873 1.87822 -3.20814
H -1.64023 3.72171 -4.79551
H -1.92212 4.29732 -3.28782
H -3.20611 -1.12196 1.33740
H -3.66214 -3.41600 2.16439
H -1.83618 -4.95356 2.68054
H 0.51864 -4.28653 2.39925

Its HOMO-LUMO gap is 9.1 eV. Its structure (SMILES) is Cn1c(CCCCCN)nc2ccccc21. As for the charge: 0. The energy above the lowest of the compared OMol25 structures with the same formula, charge and spin comes out at 0.0869 eV.

These are the Mulliken partial charges, in e, on atoms 1 to 5: C -0.96; N 0.17; C 0.57; C -0.77; C -0.98

No. 9
Entry from the Open Molecules 2025 dataset: a 6-piece molecular cluster, C42H50F40N3O9 overall in a non-equilibrium geometry (ωB97M-V with the def2-TZVPD basis set).

Atoms and positions in Å:
C 6.96981 -1.86890 -1.38238
C 6.77648 -0.55223 -2.24648
C 5.79157 -0.77445 -3.46878
C 4.65060 0.32590 -3.51331
O 3.32877 -0.27874 -3.68900
C 2.62674 0.03033 -2.53106
N 2.55906 -0.95542 -1.68152
N 1.93707 -0.69246 -0.55222
C 1.42398 0.50880 -0.32076
C 0.75736 0.69308 1.08671
O -0.55048 1.21779 0.99640
C -1.53177 0.26226 1.41866
C -1.92443 -0.63149 0.19686
C 1.40283 1.65800 -1.20072
N 0.83493 2.91636 -0.88783
C 1.64285 3.64997 0.12594
C 3.16678 3.69751 -0.29916
C 3.83567 5.09689 0.04574
C 2.08917 1.39609 -2.47639
C 2.21518 2.44099 -3.59536
C 1.06356 2.36280 -4.68856
C 0.01437 3.51583 -4.54622
O -0.52886 3.93433 -5.50469
O -0.28242 4.09757 -3.32080
H 7.11069 -1.60442 -0.30603
H 6.02411 -2.46085 -1.43332
H 7.83133 -2.46739 -1.75460
H 7.77580 -0.21306 -2.60961
H 6.42450 0.23181 -1.53817
H 6.42679 -0.65004 -4.37817
H 5.33052 -1.78162 -3.42121
H 4.74271 0.89299 -2.55952
H 4.87782 1.05823 -4.32628
H 1.88610 -1.42719 0.15722
H 0.68604 -0.31264 1.58282
H 1.42050 1.29126 1.76096
H -1.26491 -0.30479 2.33686
H -2.44512 0.85279 1.67984
H -2.83991 -1.23193 0.36400
H -1.03298 -1.23658 -0.08628
H -2.11011 0.06444 -0.65986
H -0.14550 2.83365 -0.62234
H 1.62516 3.17440 1.13057
H 1.29238 4.70038 0.15272
H 3.29311 3.58859 -1.40338
H 3.77672 2.90015 0.17938
H 3.13441 5.93242 -0.15300
H 4.30231 5.11312 1.04997
H 4.66420 5.21028 -0.69872
H 2.13833 3.45893 -3.14521
H 3.21199 2.36095 -4.07872
H 1.54665 2.55393 -5.67570
H 0.57355 1.36892 -4.74859
H -0.71373 3.40297 -2.79621
C -2.65137 6.34449 -5.16539
C -3.11897 6.87875 -3.79650
C -4.61909 6.79774 -3.51597
F -5.34432 7.52096 -4.38850
F -4.88659 7.29813 -2.28141
F -2.66761 8.14252 -3.63844
F -2.48685 6.12955 -2.84365
O -2.43272 7.30877 -6.19328
C -3.52655 7.72182 -6.95245
C -3.83230 9.20983 -6.76926
F -4.10133 9.50098 -5.47994
F -4.92098 9.55899 -7.49254
F -4.59017 6.93712 -6.69788
F -3.19456 7.50044 -8.24288
H -1.66529 5.91450 -4.99721
H -3.26035 5.50940 -5.51483
H -4.97015 5.76210 -3.53946
H -2.98544 9.82133 -7.08844
C -5.53443 3.80783 5.81690
C -4.03496 3.95302 6.14343
C -3.10942 4.21845 4.95592
F -3.13034 3.21507 4.05173
F -1.82597 4.32499 5.38332
F -3.62749 2.86782 6.83898
F -3.91784 5.01210 6.99165
O -6.04922 2.48228 5.70679
C -5.92564 1.83066 4.48379
C -5.03651 0.58978 4.57849
F -3.79310 0.90317 4.99827
F -4.90704 0.00574 3.36128
F -5.51322 2.69421 3.53543
F -7.17089 1.44825 4.13010
H -6.06603 4.22368 6.67381
H -5.83601 4.43092 4.97357
H -3.37182 5.15232 4.45163
H -5.45631 -0.13829 5.27553
C -4.89524 -4.75672 -3.07991
C -4.70378 -6.16078 -2.47766
C -4.65471 -6.22149 -0.95244
F -3.61539 -5.49975 -0.46063
F -4.47727 -7.49855 -0.53663
F -3.60336 -6.72893 -3.01978
F -5.75807 -6.91767 -2.88514
O -3.71048 -4.09810 -3.52495
C -2.97985 -3.40365 -2.56911
C -1.59055 -4.00888 -2.35950
F -1.66884 -5.29287 -1.96550
F -0.92310 -3.33920 -1.38460
F -3.68121 -3.31188 -1.42388
F -2.84484 -2.13794 -3.03140
H -5.48300 -4.89434 -3.98835
H -5.50893 -4.11298 -2.44821
H -5.58250 -5.85633 -0.50473
H -1.00418 -3.97206 -3.28017
C 4.33306 -3.41209 3.05914
C 3.98598 -1.90948 3.05753
C 5.08190 -0.96642 2.56193
F 6.18625 -1.02175 3.32055
F 4.63958 0.32139 2.60985
F 3.56103 -1.55528 4.28388
F 2.90555 -1.74970 2.22051
O 4.74327 -3.97797 4.29557
C 6.09037 -3.87368 4.65104
C 6.29402 -3.03582 5.91485
F 5.81708 -1.78269 5.75347
F 7.61028 -2.92857 6.19947
F 6.81063 -3.42331 3.60586
F 6.51461 -5.13068 4.88715
H 3.40016 -3.93271 2.83036
H 5.00898 -3.68158 2.24527
H 5.35463 -1.18732 1.52500
H 5.78372 -3.48956 6.76726
C 0.93487 -7.25362 2.37157
C 1.11852 -5.83867 2.95637
C 0.64044 -5.63302 4.39268
F -0.68068 -5.84904 4.52808
F 0.86533 -4.34734 4.77279
F 0.54443 -4.93799 2.12295
F 2.45986 -5.57316 2.93312
O -0.19945 -7.46791 1.53834
C -1.41863 -7.78918 2.14313
C -2.48036 -6.71556 1.90680
F -2.08787 -5.51606 2.39520
F -3.63552 -7.03657 2.53679
F -1.23109 -8.05820 3.44944
F -1.82742 -8.94185 1.57538
H 1.78314 -7.40833 1.70277
H 1.03340 -8.03156 3.13018
H 1.17791 -6.28590 5.08574
H -2.68415 -6.59656 0.84539

Its HOMO-LUMO gap is 8.4 eV. As for the charge: +1.

These are the Mulliken partial charges, in e, on atoms 1 to 5: C -1.04; C -0.36; C -0.87; C -0.31; O -0.50

How do the records compare in DFT total energy? In the order shown, they have -1883.55938, -900.87130, -3826.22385, -358.72948, -250.69316, -364.20985, -869.31347, -671.05804, -6466.13152 Eh.